This record from OMol25 describes a 2-piece molecular cluster, C3H8NO overall at a distorted geometry. The level of theory is ωB97M-V with the def2-TZVPD basis set.

Geometry as XYZ:
```
13
C3H8NO (ωB97M-V with the def2-TZVPD basis set)
H -0.02 -1.99 -0.26
H -3.47 -0.85 0.24
O -2.73 -1.12 0.80
C -1.48 -0.95 0.60
H 0.51 0.80 -0.28
H -1.11 -1.79 -1.70
H 1.37 1.68 1.09
C -1.05 -0.25 -0.54
H 2.16 0.75 -0.28
H -0.75 -1.26 1.54
H 1.39 2.42 -0.58
C 1.50 1.55 0.02
N -0.73 -1.55 -0.78
```

The value obtained for the molecular weight is 74.1 g mol⁻¹. As for the net charge: +1. Its multiplicity is 1. The HOMO-LUMO gap is 8.79 eV.

Here are the Löwdin charges for atoms 1 to 2, given in e: atom 1 (H): 0.142, atom 2 (H): 0.168

***

This record from OMol25 describes an isolated ion of composition C3H8NO and charge +1 at a distorted geometry. The level of theory is ωB97M-V with the def2-TZVPD basis set.

Geometry as XYZ:
```
13
C3H8NO (ωB97M-V with the def2-TZVPD basis set)
N 0.18 -0.02 0.13
O 1.83 -0.03 0.43
H 0.19 1.52 1.65
H 1.33 1.25 -1.21
H 1.39 -0.62 -1.44
H -0.22 -2.06 -0.48
H 0.14 1.94 0.01
H -0.45 -1.75 1.29
C -0.26 1.18 0.70
C -0.39 -1.31 0.31
H -1.40 -0.92 0.20
H -1.39 1.32 1.01
C 1.33 0.19 -0.80
```

The value obtained for the molecular weight is 74.1 g mol⁻¹. As for the net charge: +1. Its multiplicity is 1. The HOMO-LUMO gap is 10.88 eV.

Here are the Löwdin charges for atoms 1 to 2, given in e: atom 1 (N): -0.142, atom 2 (O): 0.116

***

This record from OMol25 describes an isolated ion of composition C3H8NO2 and charge -1 at a distorted geometry. The level of theory is ωB97M-V with the def2-TZVPD basis set.

Geometry as XYZ:
```
14
C3H8NO2 (ωB97M-V with the def2-TZVPD basis set)
H -1.26 0.74 -0.31
N -1.15 -1.26 0.14
H -0.23 -0.82 -2.48
H -0.93 -1.74 1.00
H 1.08 0.94 -1.14
C 0.76 -0.03 -0.78
O 0.52 1.83 1.27
H -1.05 -1.85 -0.67
H -1.10 0.70 2.05
C -0.16 0.63 1.47
H 1.53 -0.60 -0.26
O 0.59 -0.82 -1.98
C -0.49 0.06 0.08
H 0.68 0.05 1.95
```

The value obtained for the molecular weight is 90.1 g mol⁻¹. As for the net charge: -1. Its multiplicity is 1. The HOMO-LUMO gap is 5.95 eV.

Here are the Löwdin charges for atoms 1 to 2, given in e: atom 1 (H): 0.125, atom 2 (N): 0.006

***

This record from OMol25 describes C3H8NO2 as an isolated structure at a distorted geometry. The level of theory is ωB97M-V with the def2-TZVPD basis set.

Geometry as XYZ:
```
14
C3H8NO2 (ωB97M-V with the def2-TZVPD basis set)
H -1.48 0.62 2.01
O 0.22 0.48 0.85
H -0.47 -0.81 2.35
H 0.87 1.27 -2.13
N 1.34 0.59 -1.57
C -0.44 0.26 2.06
O -1.27 -1.39 0.07
H 0.19 -0.98 -2.39
H 1.08 -1.42 -0.93
H 1.39 1.01 -0.65
H -1.28 0.54 -0.69
C 0.53 -0.62 -1.43
H -0.02 0.82 2.88
C -0.68 -0.36 -0.44
```

The value obtained for the molecular weight is 90.1 g mol⁻¹. As for the net charge: -1. Its multiplicity is 1. The HOMO-LUMO gap is 7.82 eV.

Here are the Löwdin charges for atoms 1 to 2, given in e: atom 1 (H): 0.059, atom 2 (O): -0.310

***

This record from OMol25 describes an isolated ion of composition C3H8NO2 and charge -1. The level of theory is ωB97M-V with the def2-TZVPD basis set.

Geometry as XYZ:
```
14
C3H8NO2 (ωB97M-V with the def2-TZVPD basis set)
H 1.51 1.07 0.27
O -0.02 2.24 1.15
H 0.29 -1.22 -1.47
H -1.44 0.52 -0.07
H 0.52 2.02 -0.84
H 0.93 -1.18 0.73
O -1.04 -1.92 0.89
C -0.10 -0.82 0.87
C 0.46 1.51 0.18
H 0.75 0.27 -1.86
H -1.31 -2.07 -0.02
N -0.05 -0.26 -1.52
C -0.39 0.23 -0.18
H -0.12 -0.39 1.87
```

The value obtained for the molecular weight is 90.1 g mol⁻¹. As for the net charge: -1. Its multiplicity is 1. The HOMO-LUMO gap is 6.44 eV.

Here are the Löwdin charges for atoms 1 to 2, given in e: atom 1 (H): 0.087, atom 2 (O): -0.315

***

This record from OMol25 describes one molecule with the formula C3H8NO2 at a distorted geometry. The level of theory is ωB97M-V with the def2-TZVPD basis set.

Geometry as XYZ:
```
14
C3H8NO2 (ωB97M-V with the def2-TZVPD basis set)
N -1.31 -0.40 -0.16
H 1.97 -0.10 0.37
H -1.66 0.34 0.44
H 0.90 0.10 2.58
O -0.88 1.89 -1.19
O 0.39 0.12 1.75
H -1.91 -0.42 -1.04
C 0.97 -0.54 0.65
H -1.45 -1.28 0.29
H 1.05 -1.71 0.77
C 0.13 -0.15 -0.60
H 0.37 -0.80 -1.50
H 1.22 1.56 -1.41
C 0.21 1.37 -0.96
```

The value obtained for the molecular weight is 90.1 g mol⁻¹. As for the net charge: 0. Its multiplicity is 2. The HOMO-LUMO gap (spin up / spin down) is 4.62 / 8.08 eV.

Here are the Löwdin charges for atoms 1 to 2, given in e: atom 1 (N): 0.165, atom 2 (H): 0.127

***

This record from OMol25 describes a 2-piece molecular cluster, C3H8NO2 overall at a distorted geometry. The level of theory is ωB97M-V with the def2-TZVPD basis set.

Geometry as XYZ:
```
14
C3H8NO2 (ωB97M-V with the def2-TZVPD basis set)
H -2.35 1.81 2.03
O 0.04 -0.82 -0.93
H -0.24 -1.86 -2.43
H 2.08 -1.22 -3.29
H 1.53 0.78 1.83
H -2.05 0.53 0.87
H -0.29 0.97 3.30
N -0.50 0.96 2.25
C -1.89 0.83 1.86
C 0.36 -1.10 -2.09
H 0.33 1.32 0.43
H -2.34 0.16 2.53
O 1.60 -0.73 -2.57
C 0.48 0.80 1.39
```

The value obtained for the molecular weight is 90.1 g mol⁻¹. As for the net charge: +1. Its multiplicity is 1. The HOMO-LUMO gap is 9.09 eV.

Here are the Löwdin charges for atoms 1 to 2, given in e: atom 1 (H): 0.118, atom 2 (O): 0.003

***

This record from OMol25 describes a 2-piece molecular cluster, C3H8NO2 overall at a distorted geometry. The level of theory is ωB97M-V with the def2-TZVPD basis set.

Geometry as XYZ:
```
14
C3H8NO2 (ωB97M-V with the def2-TZVPD basis set)
N -1.15 1.70 0.07
H -1.67 -0.40 -0.87
H -0.40 0.76 -1.68
H 1.77 1.37 0.29
C 0.42 -1.89 0.02
H -0.32 -2.61 -0.27
O 1.82 0.43 0.23
C 0.01 -0.45 0.07
O -0.10 -1.06 1.16
H -1.89 2.22 -0.46
C -0.89 0.51 -0.61
H -1.44 1.52 0.98
H 2.34 0.06 1.01
H 1.50 -2.18 0.06
```

The value obtained for the molecular weight is 90.1 g mol⁻¹. As for the net charge: +1. Its multiplicity is 1. The HOMO-LUMO gap is 10.46 eV.

Here are the Löwdin charges for atoms 1 to 2, given in e: atom 1 (N): 0.057, atom 2 (H): 0.207

***

This record from OMol25 describes one molecule with the formula C3H8NO2P at a distorted geometry. The level of theory is ωB97M-V with the def2-TZVPD basis set.

Geometry as XYZ:
```
15
C3H8NO2P (ωB97M-V with the def2-TZVPD basis set)
H -1.94 0.62 1.05
C -1.71 -0.20 0.26
H -2.49 -0.73 -1.62
H 2.63 1.31 0.97
O 3.41 -1.04 0.82
N -2.51 0.03 -1.03
H -3.43 0.27 -0.67
H 2.11 1.23 -1.29
H -2.07 -1.23 0.57
C -0.25 -0.05 -0.02
H -0.03 0.31 -1.05
H 0.65 -0.61 1.94
C 0.74 -0.26 0.82
O 2.43 0.36 -1.16
P 2.46 0.00 0.41
```

The value obtained for the molecular weight is 121.1 g mol⁻¹. As for the net charge: 0. Its multiplicity is 1. The HOMO-LUMO gap is 10.39 eV.

Here are the Löwdin charges for atoms 1 to 2, given in e: atom 1 (H): 0.144, atom 2 (C): -0.246

***

This record from OMol25 describes one molecule with the formula C3H8NO2P at a distorted geometry. The level of theory is ωB97M-V with the def2-TZVPD basis set.

Geometry as XYZ:
```
15
C3H8NO2P (ωB97M-V with the def2-TZVPD basis set)
C -0.97 -0.87 -0.32
H -1.13 -1.80 0.21
H -0.95 -1.27 -1.42
O -3.27 -0.15 0.11
P 1.11 -0.05 -0.28
H -2.18 2.00 0.67
C 2.41 0.85 0.40
C -1.48 1.42 0.20
H 0.86 0.59 -1.55
H 3.18 0.36 0.95
O -0.35 1.78 -0.11
N -1.94 0.20 -0.20
H -3.12 -0.87 0.75
H 2.33 1.68 1.00
H 1.66 -1.31 -0.53
```

The value obtained for the molecular weight is 121.1 g mol⁻¹. As for the net charge: 0. Its multiplicity is 1. The HOMO-LUMO gap (spin up / spin down) is 8.01 / 8.01 eV.

Here are the Löwdin charges for atoms 1 to 2, given in e: atom 1 (C): -0.206, atom 2 (H): 0.052

***

This record from OMol25 describes a 2-piece molecular cluster, C3H8NO2S overall at a distorted geometry. The level of theory is ωB97M-V with the def2-TZVPD basis set.

Geometry as XYZ:
```
15
C3H8NO2S (ωB97M-V with the def2-TZVPD basis set)
N 1.08 1.48 0.57
S -1.23 1.25 -1.30
H -2.01 -3.06 -2.28
H 0.65 2.13 -0.07
O 1.34 3.29 1.89
H -0.39 0.19 1.41
H 1.04 -0.76 0.85
C -0.08 -0.11 -0.84
H 0.74 -0.20 -1.55
H -0.63 -1.16 -0.94
C 0.39 0.10 0.61
H -2.32 -2.99 -0.96
O -1.80 -3.50 -1.53
C 1.39 2.06 1.78
H 1.82 1.26 2.38
```

The value obtained for the molecular weight is 122.2 g mol⁻¹. As for the net charge: -1. Its multiplicity is 1. The HOMO-LUMO gap is 6.51 eV.

Here are the Löwdin charges for atoms 1 to 2, given in e: atom 1 (N): -0.030, atom 2 (S): 0.103

***

This record from OMol25 describes a 2-piece molecular cluster, C3H8NO2S overall at a distorted geometry. The level of theory is ωB97M-V with the def2-TZVPD basis set.

Geometry as XYZ:
```
15
C3H8NO2S (ωB97M-V with the def2-TZVPD basis set)
H 1.64 2.16 2.82
H 0.93 -2.95 -1.05
O 0.69 2.46 2.95
C 0.13 -2.43 -1.67
H 0.19 -3.04 -2.57
O 0.23 1.47 1.00
H -1.47 2.37 3.83
H -1.36 -0.42 -1.73
S -1.77 1.93 2.62
H -0.90 -2.50 -1.34
N -0.36 -0.07 -1.71
C -0.14 1.98 2.04
H 0.00 0.85 -1.77
H 1.64 -0.81 -1.72
C 0.53 -1.00 -1.71
```

The value obtained for the molecular weight is 122.2 g mol⁻¹. As for the net charge: +1. Its multiplicity is 1. The HOMO-LUMO gap is 8.43 eV.

Here are the Löwdin charges for atoms 1 to 2, given in e: atom 1 (H): 0.172, atom 2 (H): 0.132

***

This record from OMol25 describes C3H8NO3 as an isolated structure at a distorted geometry. The level of theory is ωB97M-V with the def2-TZVPD basis set.

Geometry as XYZ:
```
15
C3H8NO3 (ωB97M-V with the def2-TZVPD basis set)
H -0.01 -1.21 2.37
H 0.96 0.30 -0.26
C -0.89 1.11 -0.86
H -0.52 -1.60 -0.48
H -1.47 2.00 -0.87
C 0.17 -0.67 1.48
O 1.10 2.35 -0.17
O -0.91 -1.74 0.50
C 0.42 1.24 0.07
H 1.07 -1.06 1.14
O 0.12 -2.12 -1.88
H -0.71 0.64 -1.81
H 1.04 -2.24 -2.18
H -1.53 0.29 -0.28
N 0.08 0.70 1.52
```

The value obtained for the molecular weight is 106.1 g mol⁻¹. As for the net charge: -1. Its multiplicity is 1. The HOMO-LUMO gap is 4.59 eV.

Here are the Löwdin charges for atoms 1 to 2, given in e: atom 1 (H): 0.068, atom 2 (H): 0.176

***

This record from OMol25 describes a 2-piece molecular cluster, C3H8NO3 overall at a distorted geometry. The level of theory is ωB97M-V with the def2-TZVPD basis set.

Geometry as XYZ:
```
15
C3H8NO3 (ωB97M-V with the def2-TZVPD basis set)
C 0.06 0.78 1.94
N 0.81 -0.15 1.15
H -0.71 1.31 1.36
H -1.64 0.45 -1.34
H -0.47 0.32 2.79
O 1.90 -0.09 -1.31
O -2.07 0.70 -2.16
H 1.65 0.23 0.73
H -0.14 -1.82 0.48
O 0.85 -2.02 -1.85
C 0.10 -0.84 0.07
H -0.75 -0.30 -0.32
H -1.35 0.89 -2.77
H 0.69 1.56 2.37
C 1.07 -1.02 -1.14
```

The value obtained for the molecular weight is 106.1 g mol⁻¹. As for the net charge: -1. Its multiplicity is 1. The HOMO-LUMO gap is 8.25 eV.

Here are the Löwdin charges for atoms 1 to 2, given in e: atom 1 (C): -0.177, atom 2 (N): -0.137

***

This record from OMol25 describes a 2-piece molecular cluster, C3H8NO3 overall at a distorted geometry. The level of theory is ωB97M-V with the def2-TZVPD basis set.

Geometry as XYZ:
```
15
C3H8NO3 (ωB97M-V with the def2-TZVPD basis set)
C 0.90 -0.43 -0.29
H -2.74 0.68 2.41
H 0.99 -1.12 0.61
C -2.15 1.21 1.67
H -1.94 2.22 2.10
C -0.75 0.53 1.54
N -0.17 0.59 0.33
H 3.00 -1.42 -3.38
O 2.53 -2.23 -3.22
H 1.79 0.21 -0.44
H 1.65 -2.03 -2.82
H -0.64 1.10 -0.39
O 0.43 -0.85 -1.43
O -0.19 0.14 2.56
H -2.71 1.39 0.75
```

The value obtained for the molecular weight is 106.1 g mol⁻¹. As for the net charge: -1. Its multiplicity is 1. The HOMO-LUMO gap is 7.40 eV.

Here are the Löwdin charges for atoms 1 to 2, given in e: atom 1 (C): -0.473, atom 2 (H): 0.055

***

This record from OMol25 describes a 2-piece molecular cluster, C3H8NO4 overall at a distorted geometry. The level of theory is ωB97M-V with the def2-TZVPD basis set.

Geometry as XYZ:
```
16
C3H8NO4 (ωB97M-V with the def2-TZVPD basis set)
H 0.30 2.91 -0.33
N 0.87 -0.41 -0.31
H -1.15 -3.18 0.85
H 1.95 1.38 -0.19
H 1.36 0.97 -1.73
H -1.74 -2.17 1.66
H -0.66 1.65 0.43
O -0.09 0.00 1.71
H 1.41 -1.07 -0.82
C 1.09 0.97 -0.67
C -0.09 1.91 -0.46
O -2.05 -2.93 1.14
H -1.17 0.99 -1.79
O 0.55 -2.08 1.14
O -0.99 1.91 -1.59
C 0.41 -0.85 0.96
```

The value obtained for the molecular weight is 122.1 g mol⁻¹. As for the net charge: -1. Its multiplicity is 1. The HOMO-LUMO gap is 8.58 eV.

Here are the Löwdin charges for atoms 1 to 2, given in e: atom 1 (H): 0.103, atom 2 (N): 0.023

***

This record from OMol25 describes one molecule with the formula C3H8NOPS2 at a distorted geometry. The level of theory is ωB97M-V with the def2-TZVPD basis set.

Geometry as XYZ:
```
16
C3H8NOPS2 (ωB97M-V with the def2-TZVPD basis set)
H 1.91 1.74 -0.57
H 1.16 0.41 -1.81
H -1.34 -3.19 -0.15
S -2.56 1.66 -0.93
H -2.59 -1.99 -1.09
S -1.40 -1.17 1.00
H -0.89 -1.87 -1.23
C -1.62 -2.18 -0.52
H 2.71 0.49 0.14
H 0.93 0.18 1.85
C 1.78 0.85 -0.05
O -0.37 1.58 1.05
C 0.95 1.09 1.32
H 1.36 1.87 1.81
P -1.15 0.63 0.00
N 1.13 -0.10 -0.83
```

The value obtained for the molecular weight is 169.2 g mol⁻¹. As for the net charge: 0. Its multiplicity is 1. The HOMO-LUMO gap is 7.59 eV.

Here are the Löwdin charges for atoms 1 to 2, given in e: atom 1 (H): 0.082, atom 2 (H): 0.089

***

This record from OMol25 describes an isolated ion of composition C3H8NOS and charge +1. The level of theory is ωB97M-V with the def2-TZVPD basis set.

Geometry as XYZ:
```
14
C3H8NOS (ωB97M-V with the def2-TZVPD basis set)
H -1.98 1.47 -0.39
S 2.23 -0.19 0.43
H 3.02 0.89 0.41
C -1.41 -0.90 0.31
N -1.24 1.13 -1.01
H -1.70 0.71 -1.83
C 0.64 0.68 0.67
H 0.77 1.74 0.46
H -1.31 -1.26 1.35
C -0.40 0.08 -0.28
H 0.34 0.53 1.71
H -0.63 1.93 -1.22
O -2.35 -1.22 -0.36
H 0.11 -0.42 -1.10
```

The value obtained for the molecular weight is 106.2 g mol⁻¹. As for the net charge: +1. Its multiplicity is 1. The HOMO-LUMO gap is 9.05 eV.

Here are the Löwdin charges for atoms 1 to 2, given in e: atom 1 (H): 0.179, atom 2 (S): 0.775

***

This record from OMol25 describes one molecule with the formula C3H8NP at a distorted geometry. The level of theory is ωB97M-V with the def2-TZVPD basis set.

Geometry as XYZ:
```
13
C3H8NP (ωB97M-V with the def2-TZVPD basis set)
H 1.68 -0.07 0.04
H -0.62 0.13 -1.40
C -1.41 -2.10 0.53
H -2.31 -1.65 0.97
C -0.66 -0.09 -0.33
C 0.90 0.64 0.31
H 0.76 0.71 1.38
N -0.55 -1.47 -0.12
H -1.28 -3.16 0.67
H 1.50 1.83 -1.71
P 1.08 2.30 -0.46
H 2.40 2.49 -0.04
H -1.48 0.43 0.17
```

The value obtained for the molecular weight is 89.1 g mol⁻¹. As for the net charge: 0. Its multiplicity is 1. The HOMO-LUMO gap is 10.64 eV.

Here are the Löwdin charges for atoms 1 to 2, given in e: atom 1 (H): 0.039, atom 2 (H): 0.080

***

This record from OMol25 describes C3H8NS as an isolated structure at a distorted geometry. The level of theory is ωB97M-V with the def2-TZVPD basis set.

Geometry as XYZ:
```
13
C3H8NS (ωB97M-V with the def2-TZVPD basis set)
S -2.56 -0.04 -0.28
H -0.35 -2.09 -0.68
C 0.54 0.87 -0.77
H 0.09 1.81 -1.08
C -0.24 -0.06 -0.10
H 1.32 0.34 -1.37
H 1.29 -1.30 -0.17
H 1.61 0.24 1.29
H -0.11 -1.75 0.84
C 0.69 0.79 0.71
H 0.39 1.60 1.37
H -2.88 1.12 0.31
N 0.21 -1.51 -0.06
```

The value obtained for the molecular weight is 90.2 g mol⁻¹. As for the net charge: +1. Its multiplicity is 1. The HOMO-LUMO gap is 8.92 eV.

Here are the Löwdin charges for atoms 1 to 2, given in e: atom 1 (S): 0.619, atom 2 (H): 0.169